DFT (wB97M-V/def2-TZVPD) results for a molecular structure, C4H7NO3S at a distorted geometry.

Computed properties:
* relative energy (zero: lowest compared OMol25 entry of this formula, charge and spin): 209.1 kJ/mol
* multiplicity: 1
* gap between HOMO and LUMO: 10.99 eV
* DFT total energy: -835.18290 hartree

```
16
Properties=species:S:1:pos:R:3:forces:R:3
C -1.508 -0.683 -0.389 2.3 0.6 3.6
C -1.200 -0.329 1.111 1.8 -0.2 0.4
C 1.721 0.544 -0.024 -1.4 0.4 1.0
C 0.972 -0.740 0.287 -2.0 -1.2 -1.8
N -0.173 -0.628 -0.967 2.3 0.3 0.5
O -0.374 2.007 -0.653 -0.4 -0.7 0.1
O 0.897 1.173 -2.522 0.6 -0.3 -2.0
O 0.118 -0.962 1.324 -0.2 0.6 1.0
S 0.425 0.948 -1.222 0.5 0.8 1.1
H -2.023 -1.606 -0.266 -0.2 -0.9 -1.4
H -1.997 0.165 -0.708 -1.9 1.3 -1.3
H -1.057 0.738 1.314 -0.4 -0.1 -0.3
H -1.813 -0.779 1.884 -0.3 0.0 -0.2
H 1.544 1.225 0.790 0.0 0.5 0.3
H 2.804 0.485 -0.159 -0.5 -0.2 -0.8
H 1.665 -1.558 0.200 -0.3 -0.8 -0.2
```
Forces are in eV/Å.